Record 1
Entry from the OMol25 dataset: a molecular structure, C54H38BBrF9N6PSeSr at a distorted geometry (wB97M-V/def2-TZVPD).

Its energy above the lowest of the compared OMol25 structures with the same formula, charge and spin is 122.4 kJ/mol. The calculation puts the HOMO energy at -7.359 eV. For the HOMO-LUMO gap, the calculation gives 0.2609 Eh. As for the multiplicity: 1.

Positions of all 112 atoms, in Å:
Sr: -0.3044 -1.7461 0.2298
C: 0.0120 2.5313 3.2637
C: 0.6248 3.2139 2.0756
C: 0.6756 4.5927 1.8418
C: 1.1545 4.6367 0.4959
N: 1.2802 3.3915 -0.0162
N: 1.0007 2.5834 0.9990
B: 0.9542 1.1090 0.7183
N: 0.8545 0.1282 2.0502
N: -0.3374 -0.4400 2.3659
C: -0.1782 -1.1369 3.4847
C: 1.1096 -0.9435 3.9323
C: 1.7506 -0.1712 3.0209
C: 3.1613 0.2726 2.9669
C: -1.2992 -1.8068 4.0683
C: -2.5928 -1.1963 3.9503
C: -3.6674 -1.7603 4.6356
C: -3.5020 -2.8780 5.4364
C: -2.1798 -3.3636 5.6979
C: -1.1176 -2.8547 5.0061
N: 2.1316 0.6101 -0.0994
N: 1.9851 -0.6206 -0.5887
C: 3.1598 -1.0810 -0.9432
C: 4.1380 -0.0662 -0.6229
C: 3.4691 1.0043 -0.1417
C: 4.0739 2.3755 0.1217
C: 3.3285 -2.5134 -1.4075
C: 2.9373 -2.9358 -2.6585
C: 3.1298 -4.2572 -2.9279
C: 3.8154 -5.1334 -2.1192
C: 4.2580 -4.6928 -0.8876
C: 3.9898 -3.3627 -0.5500
C: 1.3876 5.8597 -0.3109
C: 1.2554 5.8806 -1.6819
C: 1.6169 7.0323 -2.3924
C: 2.0943 8.1597 -1.7222
C: 2.1206 8.1709 -0.3500
C: 1.7554 7.0212 0.3491
H: -0.0930 3.4052 3.9493
H: 0.5935 1.7826 3.8605
H: -0.9289 2.0464 2.9880
H: 0.4310 5.3992 2.4793
H: -0.0384 0.8552 0.0644
H: 1.5482 -1.3104 4.8625
H: 3.9312 -0.4265 2.6338
H: 3.3295 0.7303 3.9544
H: 3.1353 1.1553 2.2510
H: -2.6998 -0.2953 3.4333
H: -4.6442 -1.3105 4.5321
H: -4.3477 -3.2617 5.9582
H: -2.1345 -4.2479 6.3171
H: -0.1410 -3.3503 5.1039
H: 5.2154 -0.0902 -0.8773
H: 3.4669 3.1352 -0.3708
H: 5.0818 2.2774 -0.3054
H: 4.3269 2.5522 1.1708
H: 2.4246 -2.2791 -3.3536
H: 2.6894 -4.6445 -3.8170
H: 3.9623 -6.1057 -2.4773
H: 4.7719 -5.3568 -0.1758
H: 4.2119 -3.0379 0.4571
H: 0.8387 4.9997 -2.2024
H: 1.6641 7.0361 -3.4342
H: 2.3882 9.0134 -2.2491
H: 2.5198 9.1001 0.1349
H: 1.9222 7.0319 1.4291
F: -8.1340 -1.4603 -2.1140
C: -6.8860 -1.1125 -1.9610
C: -6.4157 0.1506 -2.3755
F: -7.1997 1.0542 -2.9472
C: -5.0481 0.3807 -2.1690
F: -4.6185 1.5774 -2.5765
C: -4.1470 -0.5362 -1.6737
P: -2.3269 -0.1010 -1.4578
C: -1.7309 0.0710 -3.1587
C: -2.4411 0.3824 -4.3450
C: -1.8009 0.4473 -5.6010
C: -0.4256 0.2101 -5.6511
C: 0.2952 -0.0345 -4.4756
C: -0.3485 -0.1958 -3.2589
C: -2.3379 1.5968 -0.8816
C: -2.6779 1.7371 0.4377
C: -2.7740 3.0511 0.9984
C: -2.3751 4.1147 0.2585
C: -1.8614 3.9143 -1.0248
C: -1.8482 2.6665 -1.5793
C: -4.6435 -1.7620 -1.2248
Br: -3.4865 -2.9417 -0.3085
C: -5.9710 -2.0238 -1.3463
F: -6.5107 -3.1739 -0.8521
H: -3.4253 0.7165 -4.2667
H: -2.3469 0.5879 -6.4834
H: 0.2143 0.1780 -6.5163
H: 1.3299 -0.1836 -4.5409
H: 0.2179 -0.4778 -2.3263
H: -2.9901 0.7874 0.9533
H: -3.1915 3.2462 2.0243
H: -2.4228 5.0665 0.7206
H: -1.4867 4.7924 -1.5800
H: -1.5139 2.4938 -2.6301
F: 0.4932 -8.5565 -1.5208
C: 0.6651 -7.4603 -0.7919
C: 1.5672 -7.4680 0.2765
F: 2.2826 -8.5511 0.5412
C: 1.6601 -6.3548 1.0301
F: 2.4323 -6.4562 2.1570
C: 1.0123 -5.1821 0.7674
Se: 1.0532 -3.7947 2.0620
C: 0.2320 -5.1723 -0.3587
F: -0.5349 -4.0463 -0.6503
C: -0.0211 -6.2935 -1.1272
F: -0.9841 -6.3002 -2.0591

Here are the Mulliken charges for atoms 1 to 4, given in e: 1.63, -1.05, 0.82, -1.54



Record 2
Entry from the OMol25 dataset: a molecular structure, C54H40BrF9N5NaOPS2Te at a distorted geometry (wB97M-V/def2-TZVPD).

Its energy above the lowest of the compared OMol25 structures with the same formula, charge and spin is 60.6 kJ/mol. The calculation puts the HOMO energy at -4.254 eV. For the HOMO-LUMO gap, the calculation gives 0.1989 Eh. As for the multiplicity: 1. As for the charge: -1.

Positions of all 115 atoms, in Å:
Na: -0.5608 0.8742 0.0232
C: 0.0110 4.4321 -2.9365
C: 0.3706 3.3571 -2.0938
N: -0.1544 2.1667 -2.1570
C: -1.1254 1.9210 -3.0799
C: -1.5186 2.9200 -4.0059
C: -0.9273 4.1992 -3.8963
C: -2.4826 2.6354 -4.9977
C: -3.0406 1.3908 -5.0557
C: -2.6777 0.4058 -4.1228
C: -1.7519 0.6403 -3.1343
N: -1.4794 -0.3581 -2.1724
C: -0.8718 -1.4861 -2.6594
C: -0.0616 -1.4790 -3.7938
C: 0.6801 -2.6039 -4.1897
C: 0.6539 -3.7775 -3.4872
C: -0.1689 -3.8523 -2.3401
C: -0.2503 -5.0055 -1.5247
C: -1.0480 -5.0073 -0.4151
C: -1.8149 -3.8545 -0.1344
N: -1.7666 -2.7939 -0.8871
C: -0.9448 -2.7367 -1.9465
H: 0.4785 5.3999 -2.8089
H: 1.1453 3.5006 -1.3421
H: -1.2412 4.9783 -4.5825
H: -2.7689 3.4196 -5.6897
H: -3.7914 1.1624 -5.8025
H: -3.1744 -0.5560 -4.1181
H: 0.0332 -0.5712 -4.3740
H: 1.2996 -2.5185 -5.0762
H: 1.2426 -4.6371 -3.7853
H: 0.3409 -5.8760 -1.7883
H: -1.1150 -5.8730 0.2322
H: -2.5055 -3.8117 0.7025
S: 2.3477 1.1376 0.1021
C: 2.7821 2.3352 1.1363
N: 4.0530 2.6748 1.4277
C: 4.3238 3.7191 2.4035
C: 3.4448 4.8956 2.0755
N: 2.0610 4.4565 2.1301
C: 1.1022 5.4287 2.6581
C: 1.2977 5.6808 4.1318
C: 1.7692 6.9098 4.5793
C: 1.9780 7.1410 5.9327
C: 1.7200 6.1346 6.8501
C: 1.2550 4.9017 6.4097
C: 1.0434 4.6715 5.0596
C: 1.7001 3.1951 1.8284
S: 0.2126 2.5710 2.1320
C: 5.2073 1.9423 0.9083
C: 5.7531 0.9654 1.9199
C: 6.7723 1.3309 2.7927
C: 7.2293 0.4430 3.7577
C: 6.6695 -0.8219 3.8551
C: 5.6642 -1.2022 2.9753
C: 5.2123 -0.3166 2.0093
H: 5.3764 3.9890 2.3353
H: 4.1245 3.3699 3.4212
H: 3.6887 5.2997 1.0868
H: 3.5760 5.6844 2.8169
H: 0.1075 5.0443 2.4448
H: 1.2423 6.3599 2.1024
H: 1.9619 7.6990 3.8599
H: 2.3397 8.1052 6.2669
H: 1.8794 6.3092 7.9067
H: 1.0535 4.1110 7.1212
H: 0.6875 3.7059 4.7183
H: 5.9627 2.6860 0.6436
H: 4.8960 1.4274 0.0029
H: 7.2174 2.3177 2.7155
H: 8.0221 0.7407 4.4326
H: 7.0194 -1.5143 4.6102
H: 5.2275 -2.1915 3.0403
H: 4.4316 -0.6136 1.3174
F: 3.1482 -6.2913 3.6678
C: 2.4876 -5.1399 3.5185
C: 1.8042 -4.5941 4.5871
F: 1.8064 -5.2173 5.7692
C: 1.1262 -3.4008 4.4124
F: 0.4964 -2.9072 5.4834
C: 1.0945 -2.7280 3.1964
P: 0.2130 -1.1204 2.9743
C: 1.0382 -0.1628 4.2955
C: 2.3485 0.2210 4.0143
C: 3.0806 0.9845 4.9065
C: 2.4884 1.4240 6.0851
C: 1.1737 1.0705 6.3634
C: 0.4532 0.2742 5.4803
C: -1.4789 -1.4625 3.5214
C: -2.3653 -0.3895 3.4281
C: -3.7252 -0.5809 3.5992
C: -4.2210 -1.8520 3.8463
C: -3.3520 -2.9291 3.9150
C: -1.9883 -2.7372 3.7475
C: 1.8126 -3.2922 2.1344
Br: 1.9176 -2.4865 0.4374
C: 2.4945 -4.4873 2.2988
F: 3.1884 -5.0459 1.3030
H: 2.7970 -0.0869 3.0769
H: 4.1148 1.2345 4.6787
H: 3.0496 2.0369 6.7807
H: 0.7055 1.3979 7.2847
H: -0.5641 -0.0144 5.7143
H: -2.0054 0.5939 3.1478
H: -4.3998 0.2549 3.4722
H: -5.2878 -2.0094 3.9417
H: -3.7376 -3.9295 4.0702
H: -1.3308 -3.5974 3.7573
F: -4.2696 0.4266 0.6744
Te: -3.1424 -0.5072 -0.5955
F: -3.6796 -1.7022 -2.0751
F: -2.4446 1.5261 -0.5975
F: -4.2050 -1.9014 0.2081
F: -4.2926 0.5100 -1.7396
O: -1.8553 -0.7033 0.6539

Here are the Mulliken charges for atoms 1 to 4, given in e: 0.99, -1.08, 0.21, 0.16



Record 3
Entry from the OMol25 dataset: a molecular structure, C54H40Cl2N8O2PbS3 (wB97M-V/def2-TZVPD).

The calculation puts the HOMO energy at -6.748 eV. For the HOMO-LUMO gap, the calculation gives 0.2593 Eh. As for the multiplicity: 1.

Positions of all 110 atoms, in Å:
Pb: 0.1402 -0.3597 0.2143
Cl: -2.0031 6.2255 -1.4603
C: -2.1384 4.7602 -0.3901
C: -0.8030 3.9913 -0.2783
C: -0.7550 2.5421 -0.6958
N: 0.4520 1.8635 -0.7424
C: 1.5884 2.5038 -1.0834
O: 1.7073 3.6618 -1.4811
C: 2.8743 1.6904 -1.0163
C: 4.0464 2.2754 -1.4852
C: 5.2178 1.5418 -1.4414
C: 5.1888 0.2524 -0.9281
C: 3.9783 -0.2404 -0.4743
N: 2.8471 0.4598 -0.5166
C: -1.9103 1.8674 -0.8304
C: -3.1906 2.5620 -0.6740
C: -3.2794 3.9149 -0.7441
Cl: -4.8583 4.6587 -0.6674
N: -1.9021 0.4884 -1.2931
C: -3.0056 -0.4098 -0.9649
O: -4.2816 -0.2998 -1.6279
C: -2.5311 -1.8413 -1.1521
C: -3.2432 -2.7197 -1.9623
C: -2.7842 -4.0141 -2.1113
C: -1.6373 -4.4152 -1.4384
C: -0.9720 -3.4701 -0.6856
N: -1.4033 -2.2165 -0.5660
H: 0.0110 4.5173 -0.7636
H: 4.0028 3.2836 -1.8694
H: 6.1452 1.9694 -1.8005
H: 6.0816 -0.3561 -0.8760
H: 3.9081 -1.2404 -0.0582
H: -5.0883 2.3173 -0.1612
H: -4.1375 -2.3698 -2.4536
H: -3.3206 -4.7082 -2.7460
H: -1.2616 -5.4267 -1.5064
H: -0.0519 -3.7112 -0.1617
N: -1.3602 0.0367 1.8406
S: -2.5809 0.7559 2.2724
N: -3.9978 0.4628 1.6982
S: -4.3770 0.0773 0.1207
N: -4.2770 1.7965 -0.4644
S: -2.6716 1.2712 -3.5176
N: -1.5862 0.3966 -2.6888
C: -1.6842 2.5453 -4.2903
C: -2.2905 3.7636 -4.5552
C: -1.5133 4.8174 -5.0160
C: -0.1487 4.6426 -5.1927
C: 0.4472 3.4182 -4.9093
C: -0.3186 2.3612 -4.4474
C: -3.0849 0.2412 -4.9164
C: -2.3344 -0.8889 -5.1971
C: -2.7297 -1.7105 -6.2423
C: -3.8664 -1.4060 -6.9826
C: -4.6119 -0.2737 -6.6833
C: -4.2236 0.5551 -5.6405
C: -6.1963 0.4264 0.2145
C: -6.8714 0.7789 -0.9446
C: -8.2414 1.0032 -0.8946
C: -8.9276 0.8754 0.3046
C: -8.2437 0.5123 1.4567
C: -6.8758 0.2846 1.4141
C: -4.7246 -1.7194 0.5247
C: -3.9689 -2.3935 1.4721
C: -4.2270 -3.7327 1.7427
C: -5.2477 -4.3975 1.0813
C: -6.0079 -3.7196 0.1371
C: -5.7432 -2.3885 -0.1435
C: -2.3083 2.5241 2.2176
C: -3.4046 3.4913 2.3780
C: -3.2401 4.7493 1.9737
C: -2.0519 5.1461 1.1463
C: -0.8017 4.2218 1.2833
C: -1.0693 2.9086 1.9273
C: -2.8758 0.5100 4.0196
C: -1.7646 0.6251 4.8444
C: -1.9205 0.4914 6.2136
C: -3.1795 0.2475 6.7503
C: -4.2827 0.1342 5.9183
C: -4.1360 0.2689 4.5426
H: -3.3509 3.8968 -4.3752
H: -1.9685 5.7807 -5.2037
H: 0.4598 5.4718 -5.5297
H: 1.5163 3.2957 -5.0238
H: 0.1274 1.4172 -4.1614
H: -1.4773 -1.1176 -4.5752
H: -2.1529 -2.5969 -6.4737
H: -4.1778 -2.0581 -7.7886
H: -5.5017 -0.0418 -7.2534
H: -4.8067 1.4334 -5.3892
H: -6.3223 0.8733 -1.8722
H: -8.7705 1.2874 -1.7952
H: -9.9939 1.0582 0.3410
H: -8.7765 0.4036 2.3929
H: -6.3363 -0.0114 2.3009
H: -3.1619 -1.8850 1.9825
H: -3.6268 -4.2532 2.4787
H: -5.4531 -5.4378 1.3008
H: -6.8059 -4.2290 -0.3888
H: -6.3268 -1.8712 -0.8944
H: -4.3066 3.1649 2.8831
H: -4.0073 5.4912 2.1545
H: -1.8194 6.2019 1.2639
H: 0.1111 4.6966 1.6405
H: -0.2621 2.1862 1.9377
H: -0.7907 0.8036 4.4055
H: -1.0601 0.5787 6.8645
H: -3.2979 0.1450 7.8214
H: -5.2625 -0.0548 6.3378
H: -4.9754 0.1827 3.8708

Here are the Mulliken charges for atoms 1 to 4, given in e: 1.28, -0.27, 0.59, -0.67



Record 4
Entry from the OMol25 dataset: a molecular structure, C54H40I2N7O6S3Sc at a distorted geometry (wB97M-V/def2-TZVPD).

Its energy above the lowest of the compared OMol25 structures with the same formula, charge and spin is 121.0 kJ/mol. The calculation puts the HOMO energy at -7.306 eV. For the HOMO-LUMO gap, the calculation gives 0.2197 Eh. As for the multiplicity: 1.

Positions of all 113 atoms, in Å:
Sc: 0.8490 -0.5760 0.2908
I: 8.1877 -3.3917 0.2468
C: 6.1480 -2.8701 0.1706
C: 5.1962 -3.8574 -0.0214
C: 3.8715 -3.4827 -0.0409
I: 2.3504 -4.9029 -0.3277
C: 3.4322 -2.1538 0.1365
O: 2.1481 -1.9116 0.1491
C: 4.4343 -1.1779 0.3066
C: 4.1021 0.2924 0.3719
N: 2.8728 0.6121 1.1203
C: 3.0484 0.4652 2.5758
C: 2.8972 -0.9717 2.9883
C: 3.9399 -1.6949 3.5475
C: 3.7294 -3.0201 3.8908
C: 2.4672 -3.5569 3.6963
C: 1.4837 -2.7557 3.1402
N: 1.6904 -1.4957 2.7636
C: 5.7716 -1.5494 0.3233
H: 5.4730 -4.8932 -0.1524
H: 3.9584 0.6512 -0.6502
H: 4.9622 0.8230 0.8016
H: 2.6764 1.5909 0.9332
H: 2.2622 1.0347 3.0750
H: 4.0252 0.8428 2.8996
H: 4.9042 -1.2320 3.7083
H: 4.5312 -3.6222 4.2958
H: 2.2446 -4.5759 3.9783
H: 0.4869 -3.1472 2.9846
H: 6.5310 -0.7873 0.4452
S: -1.7316 5.7366 3.1468
C: -0.6839 7.0361 2.7714
C: 0.4810 6.6042 2.2215
C: 0.5352 5.1962 2.1001
C: -0.5913 4.5671 2.5590
C: -0.9234 3.1489 2.5256
C: -0.0258 2.2189 1.9712
N: -0.2819 0.9455 1.7842
C: -1.5026 0.4796 2.1496
C: -2.4506 1.3023 2.7827
C: -3.7054 0.7478 3.1973
C: -3.9762 -0.5641 3.0177
C: -3.0228 -1.4386 2.4013
C: -3.2491 -2.8184 2.2744
C: -2.2424 -3.6369 1.7715
C: -1.1124 -2.9806 1.2571
N: -0.8915 -1.6813 1.3141
C: -1.8019 -0.9066 1.9407
C: -2.3328 -5.0843 1.7567
C: -3.3668 -5.8794 2.1792
C: -3.1455 -7.2532 1.9480
C: -1.9329 -7.5026 1.3909
S: -1.0390 -6.0707 1.1289
C: -2.1393 2.6551 2.9621
H: -1.0001 8.0460 2.9705
H: 1.2753 7.2616 1.9020
H: 1.3835 4.6887 1.6659
H: 0.9502 2.5683 1.6586
H: -4.4190 1.4079 3.6730
H: -4.9109 -0.9931 3.3532
H: -4.2033 -3.2421 2.5532
H: -0.3235 -3.5759 0.8099
H: -4.2714 -5.5038 2.6209
H: -3.8716 -8.0203 2.1634
H: -1.5038 -8.4490 1.1079
H: -2.8622 3.3134 3.4285
N: -0.0735 -1.7412 -1.7051
C: -1.3212 -2.4525 -1.8471
C: -2.4669 -1.6710 -1.7102
C: -3.7166 -2.2456 -1.7667
C: -3.8357 -3.6029 -1.9802
C: -2.7051 -4.3831 -2.1791
C: -1.4311 -3.8087 -2.1131
S: -5.4753 -4.3632 -1.8516
O: -5.9210 -3.9113 -0.5316
O: -5.2188 -5.7896 -1.9425
O: -6.2392 -3.7955 -2.9431
H: -0.0832 -1.0006 -2.3997
H: 0.6961 -2.3659 -1.9320
H: -2.3420 -0.6038 -1.5471
H: -4.6124 -1.6488 -1.6545
H: -2.8364 -5.4342 -2.3901
H: -0.5463 -4.4188 -2.2547
O: 2.0989 -0.0516 -1.9867
C: 1.3435 0.9231 -2.0060
N: 1.1582 1.7804 -3.0351
C: 0.3101 2.8923 -2.6416
C: -0.0701 2.4298 -1.2092
O: -0.7985 3.0404 -0.4533
N: 0.5613 1.2523 -0.9363
C: 1.0644 4.2252 -2.6449
C: 0.7259 5.2448 -1.7610
C: 1.3955 6.4587 -1.7995
C: 2.4058 6.6723 -2.7239
C: 2.7418 5.6642 -3.6134
C: 2.0714 4.4518 -3.5789
C: -0.9225 3.0493 -3.5349
C: -0.8802 2.6419 -4.8634
C: -1.9775 2.8310 -5.6893
C: -3.1266 3.4284 -5.1981
C: -3.1729 3.8395 -3.8750
C: -2.0737 3.6618 -3.0493
H: 1.7273 1.7598 -3.8607
H: -0.0590 5.0859 -1.0350
H: 1.1180 7.2437 -1.1080
H: 2.9202 7.6229 -2.7643
H: 3.5221 5.8194 -4.3465
H: 2.3396 3.6910 -4.3001
H: 0.0087 2.1760 -5.2689
H: -1.9288 2.5183 -6.7240
H: -3.9785 3.5807 -5.8469
H: -4.0657 4.3087 -3.4838
H: -2.1154 3.9856 -2.0204

Here are the Mulliken charges for atoms 1 to 4, given in e: -1.09, 0.06, -0.48, -0.41